1.
Computed, not measured: a structure of composition C47H64ClIN3PbS2Si2, with wB97M-V/def2-TZVPD.

Output
spin multiplicity	1
orbital gap (spin up / spin down)	6.13 / 4.93	eV
charge	-1
relative energy (zero: lowest compared OMol25 entry of this formula, charge and spin)	11.1	kcal/mol

Each line ends with the Mulliken charge.
Cartesian coordinates (Å):
Pb 0.33143 0.15012 -1.05444  0.918
S -0.82793 -0.08310 -3.42094  -0.673
C 0.00296 -1.49372 -4.07406  0.247
C -0.67644 -2.24548 -5.03948  -0.755
C -0.12781 -3.38769 -5.59871  -0.594
C 1.13130 -3.80552 -5.18825  -0.725
C 1.81941 -3.06553 -4.24197  -0.681
C 1.29126 -1.89697 -3.67709  0.555
S 2.28518 -0.99620 -2.54274  -0.618
H -1.66489 -1.91327 -5.33562  0.508
H -0.68335 -3.95014 -6.34025  0.348
H 1.57566 -4.70479 -5.59895  0.359
H 2.80432 -3.38211 -3.91899  0.398
C -0.44221 -1.96322 -0.37982  0.064
Si -2.17816 -1.98997 0.20944  -0.525
C -2.68386 -0.29056 0.90149  -1.068
N -2.37529 0.81673 -0.00497  0.966
C -3.27406 0.93400 -1.15500  -0.272
C -4.66181 1.45629 -0.78587  -0.829
C -4.54448 2.80155 -0.07021  -0.851
C -3.59618 2.68634 1.12289  -0.944
C -2.25519 2.11059 0.66795  0.012
C -3.42112 -2.48876 -1.11568  0.286
C -4.78884 -2.47853 -0.81832  0.070
C -5.73774 -2.80983 -1.77305  -0.898
C -5.33291 -3.15626 -3.05821  -0.581
C -3.98258 -3.17335 -3.37154  -0.634
C -3.03686 -2.84506 -2.40639  0.037
C -2.47683 -3.16397 1.67295  0.232
C -3.08178 -4.41171 1.50235  -0.394
C -3.23673 -5.29551 2.56255  -0.698
C -2.78697 -4.94898 3.82940  -0.535
C -2.18340 -3.71447 4.02563  -0.685
C -2.03288 -2.83857 2.95853  0.101
H -0.26265 -2.61014 -1.24190  0.743
H 0.25139 -2.26692 0.40705  -0.920
H -2.07868 -0.14055 1.80414  0.762
H -3.73003 -0.30330 1.25098  0.262
H -3.33338 -0.02714 -1.66734  -0.037
H -2.80636 1.63340 -1.85775  0.218
H -5.17695 0.73423 -0.14340  0.215
H -5.26192 1.55113 -1.69458  0.496
H -5.52545 3.16488 0.24697  0.453
H -4.13975 3.54023 -0.77301  0.279
H -4.03746 2.03814 1.88746  0.315
H -3.43781 3.66528 1.58711  0.432
H -1.57604 1.98905 1.51837  0.213
H -1.78131 2.80265 -0.03670  -0.118
H -5.11737 -2.21355 0.18303  0.452
H -6.79160 -2.79313 -1.52063  0.386
H -6.07080 -3.40623 -3.81127  0.359
H -3.65426 -3.43593 -4.37000  0.418
H -1.98926 -2.84521 -2.68019  0.283
H -3.44159 -4.69731 0.51929  0.353
H -3.70771 -6.25775 2.39896  0.400
H -2.90426 -5.63719 4.65802  0.355
H -1.82496 -3.43475 5.00975  0.404
H -1.54515 -1.88588 3.13790  0.150
C 5.59197 0.33561 1.81371  -1.835
C 4.25028 0.50887 1.08618  3.320
C 4.51935 0.77201 -0.40405  -1.643
C 3.56457 1.76987 1.62452  -2.263
Si 3.09249 -1.03684 1.25606  -1.963
C 2.17094 -1.08120 2.97614  3.252
C 3.10138 -0.75894 4.15441  -1.871
C 1.52868 -2.44615 3.25856  -1.977
C 1.01479 -0.06377 2.96036  -2.314
C 3.99828 -2.70570 0.86325  2.702
C 4.83428 -3.20320 2.05297  -1.720
C 2.94715 -3.76545 0.49277  -1.622
C 4.94223 -2.58879 -0.34125  -1.928
H 6.19415 1.24582 1.69053  0.529
H 6.17323 -0.49469 1.41285  0.317
H 5.46173 0.16847 2.88502  0.303
H 5.14825 1.66666 -0.50322  0.557
H 3.59119 0.95033 -0.95367  0.117
H 5.03186 -0.05159 -0.89747  0.352
H 4.17897 2.64631 1.38215  0.651
H 3.43505 1.75387 2.70696  0.252
H 2.58581 1.91480 1.16244  0.106
H 3.92149 -1.47548 4.23195  0.319
H 2.53297 -0.80414 5.09312  0.511
H 3.53357 0.23889 4.08385  0.367
H 2.26042 -3.24524 3.36773  0.315
H 0.81744 -2.74099 2.48666  0.158
H 0.96890 -2.38575 4.20077  0.575
H 1.35528 0.96578 2.85601  0.313
H 0.45365 -0.13385 3.90201  0.646
H 0.32267 -0.26946 2.13841  0.330
H 4.23427 -3.40394 2.94019  0.289
H 5.61435 -2.48934 2.32910  0.265
H 5.33087 -4.14247 1.77700  0.538
H 2.25069 -3.97673 1.30442  0.335
H 3.45585 -4.70513 0.24130  0.552
H 2.37282 -3.44639 -0.37967  0.074
H 5.78283 -1.91987 -0.15225  0.357
H 4.41308 -2.25594 -1.23400  0.177
H 5.36022 -3.58186 -0.55103  0.578
I -1.44534 4.78857 -6.36573  0.071
C -1.18283 4.68954 -4.32308  -0.744
C -1.20569 5.74171 -3.44122  -0.402
N -0.99302 5.20149 -2.22442  0.188
N -0.83365 3.87076 -2.26125  0.063
C -0.94461 3.54221 -3.53812  0.082
H -1.35053 6.79815 -3.59008  0.441
H -0.91555 5.67783 -1.33912  0.109
H -0.84067 2.51244 -3.85122  0.161
Cl -0.05482 9.77523 0.92650  -0.238
C 0.26308 8.07368 0.77430  0.440
C 1.26662 7.63780 -0.08742  -0.720
C 1.51698 6.28971 -0.21247  -0.191
C 0.77359 5.32659 0.52214  0.720
C 0.99191 3.95763 0.36118  -1.166
C -0.23824 5.81702 1.39129  -0.126
C -0.48978 7.16562 1.51328  -0.717
H 1.83691 8.36110 -0.65478  0.407
H 2.28534 5.94364 -0.89300  0.420
H 0.40030 3.23374 0.90365  0.071
H 1.70822 3.57260 -0.35089  0.297
H -0.82731 5.10523 1.95743  0.389
H -1.26681 7.52691 2.17336  0.410

---

2.
Computed, not measured: a cluster of 10 separate species, C47H64IN9O4 in total, with wB97M-V/def2-TZVPD.

Output
spin multiplicity	1
orbital gap	7.44	eV

Each line ends with the Mulliken charge.
Cartesian coordinates (Å):
C -5.15638 -2.20574 -1.77067  -0.751
C -4.43595 -2.79688 -3.11964  -0.242
O -3.89367 -1.63353 -3.89767  -0.446
C -2.44570 -1.70345 -3.64748  0.012
C -1.56119 -0.50134 -4.32402  -0.526
O -1.41056 0.70755 -3.50175  -0.410
C -0.73622 0.44477 -2.22324  1.192
C 0.41943 -0.71017 -2.10684  -0.688
C 0.91949 -0.94367 -0.52781  -0.361
C 2.44108 -1.60863 -0.56040  -0.893
I -0.36709 -2.46614 0.43029  0.243
C 0.18276 1.83286 -2.06050  -0.865
O 0.21023 2.42849 -0.69334  -0.184
C -1.03345 1.95278 -0.00130  0.402
O -1.42737 2.51797 1.14350  -0.797
C -1.71253 0.74632 -0.91046  -0.747
H -5.43603 -1.07170 -2.00472  0.228
H -6.12660 -2.86904 -1.56401  0.296
H -4.44301 -2.15323 -0.82124  0.152
H -3.61908 -3.62322 -2.91466  0.259
H -5.28028 -3.33966 -3.75806  0.321
H -2.07357 -2.71713 -4.15638  0.240
H -2.29557 -1.85040 -2.49662  0.188
H -0.50151 -0.86294 -4.73617  0.258
H -2.15705 -0.16278 -5.30178  0.327
H 0.10908 -1.77175 -2.48938  0.297
H 1.40841 -0.36244 -2.67777  0.316
H 1.00987 0.05436 0.07598  0.217
H 3.21489 -0.86811 -1.03602  0.175
H 2.72764 -1.86820 0.56244  0.392
H 2.32865 -2.63009 -1.13424  0.347
H 1.18678 1.81017 -2.67703  0.155
H -0.42988 2.66982 -2.64742  0.359
H -2.61065 1.34313 -1.42206  0.388
H -2.22449 -0.15775 -0.37124  0.190
N -2.05274 5.22231 1.80294  0.164
C -1.20259 6.24498 2.13446  -0.430
C -1.89882 7.42835 2.02909  -0.282
C -3.21694 7.10756 1.62550  -0.971
C -3.28491 5.73840 1.49617  -0.370
H -1.80931 4.24040 1.78792  0.280
H -0.17730 6.04378 2.41468  0.224
H -1.50072 8.41586 2.22320  0.627
H -4.02932 7.80063 1.44892  0.437
H -4.10205 5.08906 1.21158  0.420
N -0.74817 -5.89951 1.66042  0.117
C -2.02085 -6.39064 1.79307  -0.483
C -1.93681 -7.64363 2.35800  0.015
C -0.56551 -7.91529 2.57927  -0.571
C 0.14565 -6.82028 2.14206  -0.623
H -0.50639 -4.99831 1.26924  -0.006
H -2.87493 -5.80871 1.47352  0.360
H -2.77293 -8.29148 2.58719  0.285
H -0.14235 -8.81278 3.01163  0.383
H 1.20845 -6.61857 2.13129  0.349
N -1.12386 -11.30941 4.82925  0.049
C -2.01102 -11.14738 5.86136  -0.623
C -3.28477 -11.22719 5.34425  -0.335
C -3.16143 -11.45114 3.95217  -0.172
C -1.81635 -11.50048 3.66192  -0.794
H -0.11596 -11.29172 4.91558  0.216
H -1.66094 -10.98799 6.87243  0.401
H -4.20352 -11.13536 5.90886  0.410
H -3.96707 -11.56488 3.23839  0.447
H -1.29410 -11.65348 2.72693  0.394
N 4.73509 1.98351 -0.29374  0.244
C 4.73921 1.71674 1.05063  -0.542
C 3.72352 2.44263 1.63173  -0.634
C 3.08046 3.16818 0.60057  -0.362
C 3.72359 2.86364 -0.57823  -0.623
H 5.37729 1.59157 -0.97020  0.112
H 5.46358 1.03627 1.47780  0.391
H 3.47208 2.44798 2.68438  0.418
H 2.23844 3.83996 0.70641  0.616
H 3.54932 3.19802 -1.59223  0.354
N 6.02116 -1.38659 -2.36792  0.038
C 5.87661 -0.52878 -3.42707  -0.459
C 5.43112 -1.25747 -4.50723  -0.149
C 5.29662 -2.60102 -4.08292  -0.697
C 5.66474 -2.65159 -2.75708  -0.572
H 6.34000 -1.12671 -1.44356  0.202
H 6.10403 0.52360 -3.32219  0.328
H 5.22411 -0.86368 -5.49384  0.458
H 4.96614 -3.44108 -4.68004  0.426
H 5.70472 -3.47749 -2.05947  0.418
N 5.44365 3.45928 -3.72120  0.183
C 5.57302 2.90014 -4.96585  -0.150
C 5.63122 3.92167 -5.88741  -0.544
C 5.53965 5.13995 -5.17281  -0.604
C 5.42766 4.82494 -3.83709  -0.364
H 5.37214 2.94478 -2.85298  0.234
H 5.61089 1.82608 -5.08904  0.091
H 5.73024 3.80234 -6.95853  0.400
H 5.55452 6.13946 -5.58782  0.390
H 5.33688 5.45397 -2.96162  0.393
N -0.70243 11.77431 -1.28355  0.026
C -1.97512 11.28318 -1.15090  -0.644
C -1.89108 10.03019 -0.58597  -0.311
C -0.51977 9.75853 -0.36470  -0.247
C 0.19138 10.85354 -0.80190  -0.655
H -0.46066 12.67551 -1.67473  0.194
H -2.82920 11.86512 -1.47045  0.369
H -2.72719 9.38234 -0.35678  0.388
H -0.09661 8.86104 0.06766  0.514
H 1.25419 11.05525 -0.81268  0.366
N -5.81956 -9.01621 2.87320  0.021
C -6.76329 -9.97836 2.62382  -0.299
C -7.63263 -9.48632 1.67602  -0.589
C -7.19431 -8.18380 1.33755  -0.375
C -6.07133 -7.92025 2.08949  -0.512
H -5.05626 -9.10183 3.53173  0.245
H -6.73644 -10.92761 3.14191  0.371
H -8.48920 -10.00949 1.27115  0.399
H -7.64851 -7.51079 0.62184  0.393
H -5.43234 -7.04848 2.13480  0.348
N 3.03760 8.67608 4.18026  -0.007
C 2.07497 7.88565 3.60832  -0.439
C 1.81677 6.84065 4.46710  -0.032
C 2.64875 7.01007 5.59951  -0.807
C 3.38983 8.15278 5.39714  -0.469
H 3.42651 9.51477 3.76921  0.194
H 1.65838 8.13292 2.64109  0.407
H 1.10513 6.04319 4.29693  0.457
H 2.70113 6.36802 6.46928  0.374
H 4.13663 8.63630 6.01266  0.364

---

3.
Computed, not measured: a structure of composition C47H65N3O5SeSr, with wB97M-V/def2-TZVPD.

Output
spin multiplicity	1
orbital gap	5.00	eV
charge	-2

Each line ends with the Mulliken charge.
Cartesian coordinates (Å):
Sr -1.58166 1.85409 3.35595  1.643
C 1.05208 3.58340 4.34590  -1.058
O 0.58765 2.85549 3.24033  0.093
C 1.55199 2.61380 2.10865  0.213
C 1.60503 3.58945 1.05956  0.159
C 0.42909 4.36609 0.81426  -1.209
C -0.42440 3.71511 -0.26697  0.881
C 0.12134 3.94923 -1.50512  -0.505
C -0.50668 3.41237 -2.64359  0.175
C -1.87759 2.80378 -2.33908  -0.962
C -2.42165 2.64697 -1.07735  0.400
C -3.58506 1.71454 -0.82584  -1.019
C -3.37406 0.25051 -0.86584  -0.193
C -4.08786 -0.55620 -1.67857  -1.099
C -3.99914 -2.03410 -1.66283  0.047
C -3.19556 -2.57419 -0.65811  -0.487
C -2.45386 -1.74009 0.26768  0.697
C -1.56103 -2.55183 1.18241  -1.690
C -0.16697 -2.27881 1.39212  0.645
C 0.75737 -3.34029 1.36876  -1.153
C 2.10537 -3.29542 1.50452  0.020
C 2.57948 -2.13105 2.05037  -0.763
C 1.75905 -1.14408 2.45060  0.519
C 2.18773 0.15968 3.22253  -1.497
C 2.39781 1.48110 2.17818  -0.022
C 3.25902 1.35093 1.21483  -0.058
C 3.28925 2.14767 0.04190  -0.250
C 2.60680 3.25237 -0.00094  0.161
C 4.26729 1.75629 -1.18707  1.883
C 4.14649 2.30101 -2.58649  -1.433
C 4.54817 0.04690 -1.31620  -2.030
C 5.74764 2.17518 -0.80363  -1.548
C 0.43676 -1.16543 2.17999  -0.342
O -0.51394 -0.49921 3.04314  -0.825
C 3.03668 -4.50355 1.22183  2.030
C 4.27563 -4.50804 2.05076  -1.440
C 2.19717 -5.81540 0.93478  -1.269
C 3.47156 -3.92699 -0.29576  -1.301
C -2.32439 -0.39698 -0.05534  0.599
O -1.19479 0.17865 0.63046  0.851
C -0.21329 -0.01123 -0.46369  -1.002
C -4.50707 -2.85900 -2.92849  2.255
C -5.96018 -3.46271 -2.48663  -1.886
C -3.73752 -4.00789 -3.08694  -2.314
C -4.57252 -1.98798 -4.28993  -1.559
C -1.62132 2.96264 0.08933  -0.015
O -1.79694 2.87784 1.38018  -1.688
C -0.11341 3.39651 -4.10944  2.234
C -0.04689 2.11724 -4.77033  -2.137
C 1.29397 4.05351 -4.22740  -1.633
C -0.95620 4.32614 -4.92774  -1.705
H 0.87950 4.56636 4.02234  0.388
H 2.06734 3.35281 4.56286  0.311
H 0.22022 3.61487 5.22650  0.011
H 0.82858 5.42287 0.42198  0.401
H -0.00365 4.45273 1.81219  0.498
H 0.81061 4.84521 -1.72222  0.244
H -2.46276 3.14364 -3.19906  0.383
H -4.35278 2.28779 -1.46400  0.475
H -3.94189 1.91250 0.35304  0.119
H -4.62304 0.03123 -2.27218  0.709
H -3.04923 -3.75052 -0.61293  -0.113
H -1.71562 -3.53350 0.85925  0.691
H -2.08296 -2.81290 2.31093  0.529
H 0.30971 -4.09477 0.73504  0.471
H 3.56360 -2.06800 2.32757  0.684
H 3.26637 -0.09000 3.36916  0.552
H 1.71532 0.23496 4.16832  0.528
H 4.02244 0.51423 1.04787  0.028
H 2.73009 3.62392 -1.09889  0.174
H 4.69039 3.20619 -2.41448  0.551
H 3.05888 2.48855 -2.97397  -0.059
H 4.42319 2.01399 -3.64397  0.286
H 5.31426 -0.36181 -0.62500  0.455
H 4.70516 -0.22915 -2.29460  0.588
H 3.90738 -0.61576 -0.96825  0.658
H -7.69550 1.74186 5.50200  0.076
H 6.27880 2.47894 -1.72490  0.446
H 5.58429 2.56592 0.12319  0.602
H 4.16216 -4.66997 3.24008  0.291
H 5.21198 -3.61771 1.91678  0.204
H 4.91618 -5.43663 1.93623  0.431
H 1.31693 -5.83439 1.64257  0.398
H 3.31167 -6.86494 1.26022  0.200
H 2.31502 -5.89401 -0.13916  0.472
H 4.02029 -3.08075 -0.12452  0.374
H 4.25513 -4.63681 -0.75962  0.337
H -6.15814 2.01684 5.37252  -0.051
H -0.42930 -0.77409 -0.89486  1.706
H 0.94906 0.10602 -0.23605  -1.288
H -0.43099 0.81166 -0.95717  -0.029
H -5.78082 -4.30780 -2.04037  0.657
H -6.25105 -3.97134 -3.44789  0.427
H -6.90621 -3.16451 -2.05425  0.303
H -3.66403 -4.86021 -2.48774  0.344
H -2.86574 -3.48893 -3.14907  0.593
H -4.10886 -4.47755 -4.13514  0.398
H -5.45537 -1.16542 -3.97490  0.213
H -4.94120 -2.42909 -5.20659  0.433
H -3.62363 -1.61962 -4.46479  0.466
H -0.89653 2.07917 -5.42198  0.546
H -0.05133 1.25785 -4.09447  0.179
H 0.41754 1.82697 -5.61500  0.614
H 1.89778 3.51689 -3.39596  -0.170
H 1.35794 5.17572 -3.82237  0.276
H 1.57486 4.07249 -5.28069  0.678
H -1.74940 5.26724 -5.00239  0.167
H -1.64605 4.03952 -5.78172  0.405
H -0.26109 4.86422 -5.39363  0.532
O -1.15102 -2.52718 4.65132  -0.759
H -1.46357 -1.81844 4.09631  -0.010
H -0.35519 -2.48701 4.25929  0.559
H -2.49796 3.92623 6.14666  -0.005
N -4.63482 -0.68133 3.35058  -0.752
N -3.38951 -0.19320 3.84766  -0.042
H -4.90299 -0.51792 2.45489  0.207
H -5.44876 -0.05027 3.68376  0.206
H -2.68739 -0.76550 3.18595  -0.093
H -3.30134 -0.64912 4.84105  0.297
Se -2.04101 2.52010 6.40158  -0.813
C 10.22744 -7.25046 6.04328  -0.530
N 9.79415 -6.33691 5.45207  -0.469